Here is a cluster of 12 separate species, C12H48O12 in total from OMol25. Energies are from the ωB97M-V functional and the def2-TZVPD basis.

CARTESIAN COORDINATES (ANGSTROEM)
C: -0.90908 -0.22975 0.08768
O: -1.69118 -0.54350 -1.01613
H: -1.03222 0.79960 0.42438
H: -1.09846 -0.95374 0.88019
H: 0.13903 -0.38946 -0.16542
H: -1.73790 0.13848 -1.69017
C: -7.51970 1.88520 -1.14621
O: -7.91539 2.91870 -0.24317
H: -7.78817 1.90347 -2.20247
H: -6.43151 1.94470 -1.16581
H: -7.88093 0.95904 -0.69916
H: -8.85545 2.86850 -0.05504
C: 3.95789 -2.56976 6.03940
O: 3.03133 -1.90256 5.15254
H: 4.91244 -2.04375 6.05623
H: 3.64849 -2.68091 7.07863
H: 4.20193 -3.55410 5.63983
H: 2.15929 -2.20110 5.42090
C: 1.58232 -4.24453 -2.89983
O: 0.43553 -4.31667 -2.05899
H: 1.30755 -4.01657 -3.92969
H: 2.24381 -3.42676 -2.61385
H: 2.11063 -5.19392 -2.81245
H: 0.00271 -3.46727 -2.17213
C: 6.42537 1.33508 2.51724
O: 5.18055 0.78501 2.03304
H: 6.90767 1.96230 1.76752
H: 6.28412 1.94964 3.40633
H: 7.12283 0.55260 2.81622
H: 4.82889 0.27345 2.76533
C: 2.86597 5.49651 -0.17223
O: 2.28518 6.59571 -0.83656
H: 3.43619 5.87410 0.67653
H: 2.19691 4.77940 0.30339
H: 3.57659 4.99138 -0.82641
H: 1.76852 7.08769 -0.19419
C: -5.15151 -5.90472 -1.77451
O: -6.55684 -6.15453 -1.59204
H: -4.88557 -4.92893 -1.36807
H: -4.62669 -6.68958 -1.22985
H: -4.78755 -5.86489 -2.80119
H: -6.74933 -6.90747 -2.15564
C: -1.73511 4.41075 -3.64926
O: -2.28900 3.13070 -3.91507
H: -2.06663 5.10302 -4.42317
H: -2.03409 4.80301 -2.67724
H: -0.65461 4.28425 -3.71728
H: -3.13120 3.21547 -4.36796
C: -5.75716 -2.58738 3.67803
O: -5.57225 -2.90776 5.05601
H: -6.72796 -2.91249 3.30393
H: -5.76839 -1.51429 3.48708
H: -4.99190 -3.07138 3.07122
H: -6.40561 -2.98489 5.52629
C: 7.49299 -0.93607 -2.20323
O: 6.12163 -0.70080 -2.10519
H: 7.73882 -1.21433 -3.22804
H: 8.14673 -0.11806 -1.90059
H: 7.71291 -1.83113 -1.62133
H: 5.89045 -0.48761 -1.19817
C: -1.26681 2.15963 5.18819
O: -1.75740 3.47660 5.33920
H: -0.21750 2.20060 4.89599
H: -1.37154 1.62961 6.13487
H: -1.80721 1.64622 4.39290
H: -2.59962 3.47269 4.87848
C: 2.45184 0.98885 -6.09613
O: 3.24822 -0.11036 -5.75939
H: 1.57974 0.98308 -5.44231
H: 2.99903 1.89877 -5.84972
H: 2.13815 0.98293 -7.14000
H: 3.63923 0.07429 -4.90229

Output
Lowest unoccupied orbital energy: 0.18 eV
HOMO level: -0.369 Ha
Energy above the lowest of the compared OMol25 structures with the same formula, charge and spin: 165.47 kcal per mole
HOMO-LUMO gap: 10.22 eV
SMILES: CO.CO.CO.CO.CO.CO.CO.CO.CO.CO.CO.CO

Here is a cluster of 11 separate species, C12H49N3O11 in total from OMol25. Energies are from the ωB97M-V functional and the def2-TZVPD basis.

CARTESIAN COORDINATES (ANGSTROEM)
O: 3.64434 -5.20374 2.09934
H: 3.43244 -4.64916 1.34850
H: 4.57141 -5.41439 1.98806
O: 1.76606 -5.88407 5.27344
H: 2.50331 -5.79368 4.66968
H: 1.25085 -6.60751 4.91647
O: 1.03452 -2.43407 6.91958
H: 1.27319 -1.86994 6.18403
H: 1.17472 -3.32362 6.59514
O: 7.73455 -0.15709 -0.56703
H: 8.61564 -0.48782 -0.39234
H: 7.21136 -0.46557 0.17281
O: 7.04114 -1.35830 2.88200
H: 6.83944 -0.56079 3.37143
H: 7.10289 -2.04083 3.55026
O: 5.69811 2.50373 4.34953
H: 5.29295 3.01822 5.04766
H: 5.76861 3.11156 3.61345
O: 5.06935 5.21696 1.53941
H: 4.96527 6.16292 1.64224
H: 4.95392 5.06336 0.60168
O: 4.15108 3.87387 -3.87655
H: 3.66262 3.06777 -4.04340
H: 4.91927 3.59072 -3.38063
C: -4.09402 -3.57772 -0.81148
C: -4.56095 -3.90626 -2.20864
C: -5.42452 -2.80119 -2.82662
O: -6.68342 -2.59931 -2.13678
C: -7.42241 -1.51438 -2.79853
N: -3.33600 -4.25761 -2.94337
H: -3.24512 -2.89539 -0.76813
H: -3.59305 -4.31074 -0.17919
H: -4.93686 -3.23167 -0.21317
H: -5.18202 -4.76010 -1.93784
H: -5.61556 -3.03224 -3.87457
H: -4.72870 -1.96363 -2.77725
H: -7.67890 -1.84881 -3.80374
H: -6.82899 -0.60011 -2.79050
H: -8.31135 -1.27686 -2.21415
H: -2.75711 -3.42997 -2.94274
H: -2.90538 -4.84921 -2.24718
C: 1.05237 1.09547 1.93195
C: 1.29288 -0.35135 1.61851
C: 1.90150 -0.62975 0.19719
O: 0.92919 -0.95857 -0.77577
C: 1.44013 -0.81857 -2.11192
N: 2.18597 -0.92858 2.69869
H: 1.99126 1.64694 1.88224
H: 0.75659 1.27725 2.96518
H: 0.42680 1.58024 1.18243
H: 0.30969 -0.80264 1.75181
H: 2.53158 -1.51566 0.27640
H: 2.54922 0.22849 0.01838
H: 0.69360 -1.01916 -2.88039
H: 2.22590 -1.55905 -2.26147
H: 1.79509 0.19388 -2.30438
H: 2.60734 -1.73330 2.25715
H: 3.01069 -0.35069 2.77607
C: -3.44223 4.94734 -0.04412
C: -3.87907 3.85215 -0.93486
C: -2.77654 3.52496 -1.99147
O: -2.26010 4.65457 -2.74059
C: -1.30056 4.20268 -3.71330
N: -4.20823 2.66471 -0.12294
H: -4.31764 5.04061 0.59858
H: -3.13547 5.89176 -0.49364
H: -2.60988 4.68499 0.60893
H: -4.76561 4.20053 -1.46475
H: -3.14030 2.68677 -2.58578
H: -1.93231 3.01583 -1.52652
H: -1.71838 3.49045 -4.42482
H: -0.53862 3.63367 -3.18061
H: -0.72774 4.98662 -4.20870
H: -4.50544 1.89593 -0.70667
H: -4.81439 2.76808 0.67830

Output
Lowest unoccupied orbital energy: -0.06 eV
HOMO level: -0.340 Ha
Energy above the lowest of the compared OMol25 structures with the same formula, charge and spin: 83.82 kcal per mole
HOMO-LUMO gap: 9.21 eV
SMILES: COC[C@H](C)N.COC[C@H](C)N.COC[C@H](C)N.O.O.O.O.O.O.O.O

Here is a structure of composition C12H4Cl8InN3STe4 from OMol25. Energies are from the ωB97M-V functional and the def2-TZVPD basis.

CARTESIAN COORDINATES (ANGSTROEM)
In: -0.67863 -1.33153 -1.10155
Te: -3.37657 -1.43701 -1.18135
Te: -3.46151 -3.75713 -2.58874
Te: -1.50286 -3.56236 -4.47738
Te: 0.60759 -2.36506 -3.25058
N: -0.62345 -4.53860 0.47149
C: -0.48698 -3.45314 0.10888
H: -0.75069 -5.48623 0.75907
Cl: 4.43638 1.30506 -1.02647
C: 4.42373 -0.34258 -1.67887
Cl: 6.02543 -1.07501 -1.53274
Cl: 3.90390 -0.32098 -3.36732
C: 3.46649 -1.13228 -0.90180
N: 2.71281 -1.75111 -0.29841
Cl: 0.03757 1.55726 -2.18810
C: 0.59453 1.37233 -0.55276
C: 0.31676 0.18109 0.10224
C: 0.70978 0.09029 1.42723
Cl: 0.31676 -1.33522 2.33387
C: 1.39185 1.11961 2.07306
Cl: 1.87114 0.96301 3.71733
C: 1.68948 2.28614 1.37224
Cl: 2.55754 3.55725 2.13741
C: 1.27868 2.42256 0.04855
Cl: 1.62852 3.86387 -0.82170
S: -4.42245 2.83188 1.13177
C: -3.92689 1.68876 2.30286
C: -2.93818 0.91174 1.79335
N: -2.56887 1.19998 0.50302
C: -3.27039 2.18959 0.04040
H: -4.37297 1.64649 3.28185
H: -2.43717 0.11167 2.31947
H: -3.15133 2.58964 -0.95633

Output
Lowest unoccupied orbital energy: -0.40 eV
HOMO level: -0.256 Ha
Energy above the lowest of the compared OMol25 structures with the same formula, charge and spin: 11.98 kcal per mole
HOMO-LUMO gap: 6.57 eV

Here is a structure of composition C12H50B4N21O15P from OMol25. Energies are from the ωB97M-V functional and the def2-TZVPD basis.

CARTESIAN COORDINATES (ANGSTROEM)
C: -0.07391 -0.31743 -5.38389
C: -1.48217 -0.51115 -4.82729
B: -1.61769 -0.04068 -3.35012
O: -2.74095 0.65340 -2.95666
B: -0.45413 -0.37158 -2.17330
O: 0.71952 0.36679 -1.98884
B: 1.75580 -0.52138 -2.28403
O: 1.78515 -1.70291 -1.59012
B: 0.52039 -2.27957 -1.65106
P: 0.11331 -4.08283 -2.18487
N: 1.62043 -4.81604 -2.53459
O: -0.65163 -3.86213 -3.66659
O: -0.55364 -1.47754 -1.33631
H: -0.08915 -0.36924 -6.46100
H: 0.60553 -1.09093 -5.04412
H: 0.35346 0.63765 -5.10659
H: -2.17334 0.06272 -5.44190
H: -1.75987 -1.55225 -4.93199
H: -3.34231 0.65312 -3.72301
H: 2.50685 -0.25791 -3.16090
H: 1.42420 -5.71881 -2.95781
H: 2.15610 -4.30441 -3.23198
H: 0.04033 -3.89149 -4.34929
C: 2.70888 -4.45039 2.21150
O: 2.84351 -4.48836 3.42044
N: 3.05353 -3.34895 1.46812
N: 2.20153 -5.49888 1.49371
H: 2.95643 -3.29699 0.47135
H: 3.42460 -2.56147 1.96427
H: 1.93711 -6.32086 2.00143
H: 2.08617 -5.48446 0.49564
C: -2.91330 4.48045 -1.40554
O: -3.13925 5.66779 -1.28292
N: -3.13552 3.79876 -2.57270
N: -2.42539 3.71461 -0.37463
H: -2.94122 2.82082 -2.67694
H: -3.50823 4.31871 -3.34387
H: -2.26257 4.17680 0.49875
H: -2.24856 2.73066 -0.45037
C: -4.24621 -0.24339 0.50645
O: -4.51656 -0.58302 1.64668
N: -3.34679 -0.92743 -0.25783
N: -4.78831 0.86910 -0.07841
H: -3.08206 -0.63502 -1.17860
H: -2.92352 -1.74614 0.13621
H: -5.44012 1.40400 0.46405
H: -4.56532 1.16649 -1.00968
C: -3.08117 1.00300 5.11459
O: -3.34531 2.18890 4.91265
N: -3.51900 0.01092 4.29275
N: -2.28564 0.63825 6.15252
H: -3.30337 -0.95745 4.42647
H: -4.07066 0.27060 3.49351
H: -1.93070 1.36515 6.74766
H: -1.98972 -0.30127 6.33292
C: -0.81747 5.25244 4.20790
O: -0.32343 5.34041 5.32242
N: -0.54853 6.17993 3.22632
N: -1.65041 4.23898 3.85379
H: -0.94124 6.14176 2.30635
H: 0.06042 6.93818 3.46577
H: -1.90767 3.55841 4.55590
H: -2.05196 4.14532 2.94177
C: 1.19124 1.79513 6.77238
O: 0.31099 1.21851 7.39957
N: 2.48873 1.37920 6.74556
N: 0.94113 2.91297 6.02728
H: 3.19248 1.85785 6.20842
H: 2.73478 0.56669 7.27633
H: 0.00608 3.28046 6.01948
H: 1.65622 3.39587 5.51641
C: 0.97850 -8.77247 -0.10148
O: 1.01657 -8.11003 -1.12442
N: 1.88625 -9.76036 0.16470
N: 0.02558 -8.57056 0.86078
H: 1.87520 -10.31494 0.99886
H: 2.59698 -9.92656 -0.52162
H: -0.65313 -7.85243 0.69025
H: -0.02859 -9.10041 1.70948
C: 2.65396 2.58210 1.06747
O: 3.63100 2.95318 1.69454
N: 2.69895 1.53923 0.18064
N: 1.42892 3.17849 1.20082
H: 1.91081 1.20526 -0.34363
H: 3.58425 1.08463 0.06064
H: 1.35963 3.94464 1.84252
H: 0.61563 2.89012 0.69241
C: 4.22026 3.92072 4.05194
O: 4.45373 3.75843 5.24174
N: 4.88543 3.23640 3.07459
N: 3.26592 4.79722 3.61234
H: 4.70307 3.35024 2.09499
H: 5.58821 2.58550 3.36812
H: 2.76641 5.32180 4.30647
H: 3.05144 4.94285 2.64377
C: -0.42622 -0.30328 -9.81181
O: -0.33344 -0.40838 -8.59849
N: -0.03111 0.82320 -10.47675
N: -0.93170 -1.30469 -10.59260
H: -0.09679 0.93326 -11.47021
H: 0.34405 1.57257 -9.92747
H: -1.22900 -2.14195 -10.12951
H: -1.01765 -1.24231 -11.58865

Output
Lowest unoccupied orbital energy: -0.61 eV
HOMO level: -0.295 Ha
HOMO-LUMO gap: 7.42 eV

The lowest lowest unoccupied orbital energy belongs to which entry?
C12H50B4N21O15P